(1)
Here is a cluster of 3 separate species, C37H55F11N5O6 in total from the Open Molecules 2025 dataset. Energies are from the ωB97M-V functional and the def2-TZVPD basis.

Each line ends with the Mulliken charge.
Atoms and positions in Å:
C 7.42 1.31 0.27  -0.66
O 7.81 -0.04 0.24  -0.42
C 6.76 -0.96 0.44  0.45
C 6.65 -2.00 -0.69  -1.07
C 5.35 -1.90 -1.54  0.57
C 4.42 -3.12 -1.45  -1.14
C 4.03 -3.58 -0.02  -0.78
C 2.61 -3.07 0.35  -1.20
C 2.67 -1.57 0.75  0.32
C 1.94 -0.63 -0.24  -1.47
C 2.56 0.79 -0.27  2.15
C 2.35 1.42 -1.67  -2.28
C 1.84 2.89 -1.67  1.45
C 0.94 3.05 -2.93  0.07
F 0.78 4.36 -3.24  -0.28
F 1.56 2.50 -3.98  -0.35
C -0.50 2.46 -2.78  0.75
F -0.89 2.00 -3.97  -0.29
F -0.56 1.45 -1.93  -0.18
F -1.36 3.40 -2.41  -0.26
C 3.07 3.83 -1.89  -1.37
C 3.04 5.03 -0.93  -0.39
N 1.94 5.98 -1.17  -0.46
C 2.16 6.75 -2.11  0.60
O 2.20 7.47 -3.01  -0.37
N 2.95 4.50 0.45  -0.14
C 1.71 3.85 0.57  -0.60
N 1.14 3.81 1.73  0.40
C 1.75 4.39 2.93  -0.83
C 1.16 5.80 3.25  -0.66
N 2.15 6.74 3.78  -0.60
C -0.18 3.17 1.92  -1.59
C -0.01 1.67 2.25  0.98
C -1.11 1.10 3.19  -1.29
C -1.55 -0.25 2.63  0.31
C -2.80 -0.47 2.05  -0.53
C -3.08 -1.73 1.52  -0.85
C -2.14 -2.74 1.56  -0.37
C -0.89 -2.55 2.16  -0.85
C -0.62 -1.29 2.68  0.08
N 1.02 3.26 -0.50  0.14
H 8.25 1.92 0.64  0.34
H 7.17 1.65 -0.74  0.24
H 6.56 1.49 0.93  0.24
H 5.79 -0.45 0.54  -0.32
H 6.92 -1.50 1.38  0.26
H 6.67 -3.00 -0.24  0.36
H 7.52 -1.93 -1.35  0.43
H 5.65 -1.78 -2.58  0.52
H 4.82 -0.98 -1.28  -0.73
H 4.86 -3.97 -1.98  0.45
H 3.50 -2.86 -1.98  0.42
H 4.01 -4.66 0.06  0.39
H 4.71 -3.18 0.75  0.42
H 1.95 -3.16 -0.52  0.50
H 2.22 -3.64 1.20  0.36
H 2.28 -1.42 1.76  0.33
H 3.72 -1.26 0.75  -0.26
H 0.87 -0.57 -0.01  0.40
H 2.03 -1.10 -1.22  0.49
H 3.61 0.69 -0.02  0.03
H 2.07 1.35 0.54  -1.22
H 1.70 0.78 -2.25  0.82
H 3.31 1.39 -2.19  0.27
H 3.16 4.13 -2.93  0.49
H 4.00 3.30 -1.66  0.34
H 4.00 5.53 -1.04  0.71
H 3.67 3.78 0.52  0.31
H 2.83 4.37 2.91  0.57
H 1.44 3.73 3.75  0.48
H 0.40 5.67 4.02  0.43
H 0.64 6.21 2.38  0.29
H 2.04 6.79 4.79  0.28
H 3.09 6.42 3.60  0.29
H -0.61 3.66 2.80  0.70
H -0.85 3.37 1.10  0.28
H 0.99 1.47 2.62  0.56
H -0.09 1.13 1.30  -0.47
H -0.62 0.86 4.14  0.26
H -1.95 1.77 3.33  0.63
H -3.52 0.34 2.02  0.41
H -4.04 -1.91 1.05  0.55
H -2.33 -3.72 1.14  0.52
H -0.16 -3.34 2.22  0.42
H 0.36 -1.14 3.13  0.39
H 0.37 3.99 -0.82  0.79
C -5.97 -6.31 -3.16  -1.22
C -6.22 -5.99 -1.70  -0.09
O -5.32 -6.74 -0.85  -0.34
C -4.11 -6.23 -0.69  0.39
O -3.69 -5.22 -1.16  -0.54
C -3.30 -7.12 0.27  0.92
F -3.45 -8.41 -0.01  -0.25
F -3.71 -6.93 1.54  -0.26
F -2.01 -6.82 0.21  -0.24
H -6.04 -7.39 -3.33  0.32
H -6.71 -5.80 -3.78  0.40
H -4.98 -6.00 -3.47  0.31
H -7.22 -6.30 -1.41  0.34
H -6.13 -4.93 -1.50  0.27
C -8.42 1.20 -1.83  -1.17
C -7.39 0.74 -0.83  -0.19
O -7.90 -0.33 -0.01  -0.31
C -7.82 -1.55 -0.54  0.37
O -7.37 -1.83 -1.61  -0.52
C -8.36 -2.58 0.45  0.91
F -9.49 -2.17 1.03  -0.25
F -7.46 -2.80 1.43  -0.25
F -8.60 -3.74 -0.16  -0.24
H -9.35 1.47 -1.33  0.32
H -8.05 2.06 -2.39  0.38
H -8.65 0.41 -2.55  0.32
H -7.15 1.55 -0.13  0.34
H -6.46 0.44 -1.31  0.31

Values from the calculation:
- net charge = +1
- HOMO (eV) = -11.29
- E_tot (eV) = -88883.0613
- spin multiplicity = 1

=====

(2)
Here is a cluster of 3 separate species, C25H36IN3O8S2 in total from the Open Molecules 2025 dataset. Energies are from the ωB97M-V functional and the def2-TZVPD basis.

Each line ends with the Mulliken charge.
Atoms and positions in Å:
C -0.27 -3.65 0.55  -1.37
C 0.39 -2.66 -0.44  -0.97
C 0.99 -1.37 0.14  -0.50
I 1.99 -1.71 2.03  0.08
C 0.03 -0.21 0.24  0.89
C -1.33 -0.46 0.37  -1.06
C -2.23 0.59 0.42  -0.03
C -1.78 1.91 0.33  0.17
C -0.42 2.15 0.22  -0.56
C 0.50 1.11 0.18  0.66
C 1.96 1.46 0.06  -1.45
C 2.50 1.53 -1.41  0.77
N 2.68 2.93 -1.75  -0.79
N 3.83 0.86 -1.51  -0.83
N 1.61 0.87 -2.35  -0.37
C -2.80 3.00 0.33  -0.07
O -2.61 4.09 0.82  -0.57
C -4.09 2.63 -0.34  0.59
C -4.82 3.55 -1.07  -0.77
C -5.98 3.14 -1.71  -0.54
C -6.43 1.83 -1.61  -0.58
C -5.71 0.91 -0.86  -0.70
C -4.54 1.31 -0.23  0.67
C -3.70 0.35 0.54  -0.07
O -4.15 -0.53 1.23  -0.53
H -0.64 -3.15 1.44  0.51
H -1.11 -4.14 0.05  0.17
H 0.42 -4.43 0.85  0.48
H -0.35 -2.39 -1.19  0.51
H 1.18 -3.18 -0.98  0.47
H 1.79 -1.07 -0.53  0.06
H -1.72 -1.46 0.42  0.75
H -0.08 3.18 0.17  0.57
H 2.56 0.75 0.62  0.18
H 2.09 2.43 0.53  0.69
H 3.16 3.40 -1.00  0.28
H 3.32 2.96 -2.54  0.31
H 4.38 1.25 -0.75  0.21
H 3.73 -0.12 -1.26  0.34
H 1.24 1.57 -2.97  0.30
H 2.19 0.29 -2.95  0.30
H -4.47 4.57 -1.16  0.47
H -6.55 3.85 -2.30  0.39
H -7.33 1.50 -2.11  0.41
H -6.02 -0.13 -0.76  0.48
C 9.26 2.19 1.22  -1.01
C 8.01 2.02 2.07  -0.24
O 7.42 3.29 2.44  -0.31
S 6.59 4.07 1.34  1.11
C 5.81 5.23 2.41  -0.97
O 5.61 3.18 0.79  -0.50
O 7.48 4.76 0.45  -0.61
H 9.03 2.60 0.24  0.30
H 9.73 1.21 1.09  0.39
H 9.97 2.86 1.71  0.27
H 7.26 1.42 1.56  0.23
H 8.25 1.55 3.01  0.28
H 5.16 4.69 3.09  0.32
H 5.24 5.90 1.78  0.37
H 6.58 5.77 2.94  0.35
C -4.92 -3.46 0.98  -0.86
C -4.37 -4.86 1.04  -0.25
O -5.14 -5.81 0.25  -0.26
S -4.93 -5.77 -1.32  1.22
C -5.71 -7.31 -1.69  -0.96
O -3.53 -5.86 -1.60  -0.64
O -5.70 -4.71 -1.89  -0.61
H -4.82 -3.03 -0.02  0.24
H -4.38 -2.83 1.68  0.44
H -5.98 -3.45 1.24  0.30
H -3.33 -4.90 0.71  0.14
H -4.42 -5.26 2.05  0.27
H -5.14 -8.11 -1.23  0.31
H -5.72 -7.41 -2.77  0.37
H -6.73 -7.28 -1.31  0.32

Values from the calculation:
- HOMO (eV) = -8.92
- E_tot (eV) = -77130.6771
- spin multiplicity = 1

=====

(3)
Here is a structure of composition AgFH2O from the Open Molecules 2025 dataset. Energies are from the ωB97M-V functional and the def2-TZVPD basis.

Each line ends with the Mulliken charge.
Atoms and positions in Å:
H -0.43 0.21 0.40  0.40
O -0.98 0.83 0.92  -0.65
H -1.37 1.42 0.27  0.31
F 0.69 -0.76 -0.42  -0.57
Ag 2.09 -1.70 -1.18  0.51

Values from the calculation:
- expectation value of S² = 2.003
- HOMO (alpha / beta) (eV) = -8.08 / -10.82
- E_tot (eV) = -8791.9617
- spin multiplicity = 3

=====

(4)
Here is a structure of composition C27H23MnN15O2S2 from the Open Molecules 2025 dataset. Energies are from the ωB97M-V functional and the def2-TZVPD basis.

Each line ends with the Mulliken charge.
Atoms and positions in Å:
Mn 0.03 0.16 -0.18  0.27
C 1.25 5.56 -4.70  -1.63
C 0.41 4.43 -4.18  1.08
C -0.45 4.64 -3.10  -0.77
C -1.25 3.61 -2.62  -0.33
C -1.16 2.36 -3.23  -0.24
C -0.31 2.13 -4.30  -0.28
C 0.47 3.17 -4.77  -0.80
S -2.26 1.08 -2.72  1.39
O -2.40 0.15 -3.81  -0.73
O -3.48 1.71 -2.26  -0.72
N -1.53 0.33 -1.45  0.02
C -2.26 -0.66 -0.85  1.25
C -3.50 -1.20 -1.26  -0.96
C -4.04 -2.21 -0.50  -0.57
C -3.38 -2.68 0.63  -0.99
C -2.17 -2.10 0.96  -0.07
N -1.63 -1.13 0.24  -0.16
H 0.71 6.11 -5.48  0.33
H 2.18 5.18 -5.14  0.39
H 1.50 6.27 -3.91  0.38
H -0.48 5.60 -2.61  0.30
H -1.94 3.76 -1.80  0.47
H -0.28 1.15 -4.74  0.44
H 1.15 3.00 -5.59  0.31
H -3.98 -0.83 -2.15  0.47
H -4.99 -2.66 -0.79  0.39
H -3.78 -3.48 1.24  0.39
H -1.60 -2.42 1.83  0.53
N 2.21 2.93 -1.08  -0.01
C 2.33 1.83 -1.88  0.23
N 3.14 1.81 -2.94  -0.51
N 2.95 0.61 -3.47  -0.86
N 2.10 -0.05 -2.77  -0.56
N 1.67 0.68 -1.73  0.51
C 1.15 3.11 -0.22  0.27
N 0.81 4.26 0.33  -0.54
N -0.25 3.97 1.11  -0.72
N -0.53 2.72 1.04  -0.42
N 0.34 2.13 0.19  0.74
H 2.66 3.77 -1.40  0.32
C -0.07 -5.89 2.00  -0.99
C 1.19 -5.08 1.71  -0.20
C 1.04 -4.15 0.55  0.27
N 0.98 -2.88 0.63  -0.48
N 0.87 -2.22 -0.56  0.12
C 0.85 -3.04 -1.59  0.25
N 0.74 -2.69 -2.87  -0.30
S 0.97 -4.73 -1.11  -0.27
H 0.07 -6.50 2.90  0.35
H -0.31 -6.56 1.17  0.33
H -0.92 -5.23 2.16  0.23
H 2.02 -5.77 1.51  0.32
H 1.46 -4.48 2.58  -0.01
H 1.14 -1.74 -3.08  0.42
H 0.87 -3.40 -3.56  0.25
N 0.28 -0.56 9.49  -0.53
C 0.41 -0.46 8.35  0.06
C 0.57 -0.37 6.94  0.60
C 0.99 -1.50 6.23  -0.56
C 1.14 -1.44 4.86  -0.57
C 0.87 -0.26 4.16  0.03
C 0.47 0.88 4.88  -0.46
C 0.32 0.82 6.25  -0.72
C 0.91 -0.19 2.74  0.38
C 0.84 -0.08 1.54  -0.08
H 1.19 -2.41 6.77  0.43
H 1.45 -2.32 4.30  0.54
H 0.26 1.78 4.33  0.57
H 0.00 1.70 6.80  0.44

Values from the calculation:
- ΔE to the lowest compared entry with this formula, charge and spin (kcal/mol) = 22.1
- net charge = -1
- expectation value of S² = 6.073
- HOMO (alpha / beta) (eV) = -5.44 / -5.44
- E_tot (eV) = -107809.7198
- spin multiplicity = 5